# C44H82BrFN5O12

A 6-piece molecular cluster, C44H82BrFN5O12 overall at a distorted geometry (ωB97M-V/def2-TZVPD, the Open Molecules 2025 dataset).

Its charge is +1. As for the HOMO energy: -11.1 eV. The LUMO energy is -1.64 eV. Its molar mass is 972.07 g mol⁻¹. Its gap between HOMO and LUMO is 9.43 eV. The total energy is -151734.1952 eV.

Bonds (Å) are listed after each position.
Positions of all 145 atoms, in Å:
1 C 6.979 -1.276 -0.407  C2 1.529, H34 1.094, H35 1.090, H36 1.092
2 C 6.987 0.209 -0.769  C1 1.529, C3 1.536, H37 1.084, H38 1.094
3 C 5.929 1.128 -0.141  C2 1.536, Br4 1.984, C5 1.558, H39 1.091
4 Br 6.560 2.953 -0.595  C3 1.984
5 C 4.418 0.910 -0.458  C3 1.558, C6 1.549, C8 1.547, N28 1.560
6 C 3.624 2.236 -0.559  C5 1.549, C7 1.530, H40 1.095, H41 1.097
7 C 3.556 2.973 -1.898  C6 1.530, H42 1.087, H43 1.093, H44 1.091
8 C 4.151 0.026 -1.698  C5 1.547, N9 1.437, O10 1.423, H45 1.095
9 N 4.820 0.531 -2.865  C8 1.437, H46 1.012, H47 1.012
10 O 2.759 -0.014 -1.994  C8 1.423, C11 1.424
11 C 1.880 -0.368 -0.931  O10 1.424, C12 1.537, C26 1.512, H48 1.098
12 C 0.959 -1.531 -1.332  C11 1.537, C13 1.535, H49 1.092, H50 1.097
13 C -0.501 -1.365 -0.888  C12 1.535, C14 1.543, H51 1.094, H52 1.094
14 C -1.250 -2.713 -0.948  C13 1.543, C15 1.539, H53 1.092, H54 1.095
15 C -2.052 -3.130 0.299  C14 1.539, C16 1.525, H55 1.096, H56 1.097
16 C -2.718 -2.023 1.109  C15 1.525, C17 1.522, H57 1.099, H58 1.096
17 C -3.609 -1.094 0.298  C16 1.522, C18 1.537, H59 1.096, H60 1.097
18 C -4.423 -0.144 1.191  C17 1.537, C19 1.542, H61 1.093, H62 1.092
19 C -3.620 1.073 1.693  C18 1.542, C20 1.535, H63 1.095, H64 1.099
20 C -4.030 2.389 1.018  C19 1.535, C21 1.535, H65 1.098, H66 1.091
21 C -3.391 2.606 -0.361  C20 1.535, C22 1.543, H67 1.097, H68 1.095
22 C -3.445 4.076 -0.828  C21 1.543, C23 1.544, H69 1.093, H70 1.092
23 C -2.071 4.714 -1.124  C22 1.544, O24 1.413, H71 1.091, H72 1.103
24 O -1.655 5.655 -0.155  C23 1.413, C25 1.414
25 C -1.397 5.087 1.114  O24 1.414, H73 1.092, H74 1.097, H75 1.095
26 C 2.662 -0.769 0.299  C11 1.512, F27 1.360, N28 1.505, H76 1.092
27 F 1.802 -0.855 1.349  C26 1.360
28 N 3.723 0.202 0.745  C5 1.560, C26 1.505, C29 1.491, H77 1.033
29 C 4.529 -0.510 1.777  N28 1.491, C30 1.550, H78 1.085, H79 1.090
30 C 4.791 0.308 3.068  C29 1.550, N31 1.477, N32 1.471, N33 1.441
31 N 6.205 0.734 3.080  C30 1.477, H80 1.015, H81 1.016
32 N 4.574 -0.553 4.241  C30 1.471, H82 1.022, H83 1.023
33 N 3.880 1.416 3.208  C30 1.441, H84 1.014, H85 1.011
34 H 7.867 -1.721 -0.867  C1 1.094
35 H 6.128 -1.855 -0.766  C1 1.090
36 H 7.104 -1.437 0.666  C1 1.092
37 H 7.046 0.347 -1.842  C2 1.084
38 H 7.951 0.582 -0.411  C2 1.094
39 H 6.123 1.143 0.932  C3 1.091
40 H 3.957 2.899 0.246  C6 1.095
41 H 2.577 2.018 -0.319  C6 1.097
42 H 4.497 2.978 -2.443  C7 1.087
43 H 2.800 2.512 -2.538  C7 1.093
44 H 3.237 4.001 -1.722  C7 1.091
45 H 4.537 -0.984 -1.523  C8 1.095
46 H 5.373 -0.179 -3.328  N9 1.012
47 H 4.149 0.941 -3.502  N9 1.012
48 H 1.249 0.499 -0.694  C11 1.098
49 H 1.035 -1.642 -2.416  C12 1.092
50 H 1.342 -2.448 -0.867  C12 1.097
51 H -0.976 -0.658 -1.575  C13 1.094
52 H -0.517 -0.908 0.106  C13 1.094
53 H -1.871 -2.764 -1.845  C14 1.092
54 H -0.490 -3.488 -1.091  C14 1.095
55 H -1.415 -3.756 0.933  C15 1.096
56 H -2.860 -3.788 -0.045  C15 1.097
57 H -1.963 -1.443 1.657  C16 1.099
58 H -3.334 -2.501 1.880  C16 1.096
59 H -3.027 -0.472 -0.393  C17 1.096
60 H -4.310 -1.691 -0.298  C17 1.097
61 H -4.825 -0.698 2.044  C18 1.093
62 H -5.248 0.247 0.591  C18 1.092
63 H -3.760 1.212 2.770  C19 1.095
64 H -2.539 0.940 1.547  C19 1.099
65 H -3.739 3.233 1.657  C20 1.098
66 H -5.117 2.449 0.936  C20 1.091
67 H -2.353 2.256 -0.313  C21 1.097
68 H -3.930 1.994 -1.093  C21 1.095
69 H -3.943 4.710 -0.091  C22 1.093
70 H -4.013 4.123 -1.760  C22 1.092
71 H -2.083 5.254 -2.072  C23 1.091
72 H -1.317 3.916 -1.219  C23 1.103
73 H -0.566 5.626 1.573  C25 1.092
74 H -1.116 4.030 1.032  C25 1.097
75 H -2.272 5.183 1.766  C25 1.095
76 H 3.132 -1.742 0.145  C26 1.092
77 H 3.198 0.912 1.281  N28 1.033
78 H 5.475 -0.896 1.413  C29 1.085
79 H 3.971 -1.405 2.050  C29 1.090
80 H 6.250 1.692 3.412  N31 1.015
81 H 6.721 0.179 3.758  N31 1.016
82 H 3.592 -0.834 4.235  N32 1.022
83 H 5.050 -1.429 4.008  N32 1.023
84 H 4.111 2.223 2.640  N33 1.014
85 H 3.747 1.663 4.180  N33 1.011
86 O -7.121 1.654 -0.091  C87 1.200
87 C -7.982 0.979 -0.585  O86 1.200, O88 1.348, C91 1.518
88 O -9.284 1.118 -0.262  C87 1.348, C89 1.441
89 C -10.076 0.113 -0.923  O88 1.441, C90 1.524, H92 1.092, H93 1.087
90 C -9.244 -0.325 -2.122  C89 1.524, C91 1.528, H94 1.088, H95 1.090
91 C -7.821 -0.143 -1.595  C87 1.518, C90 1.528, H96 1.092, H97 1.087
92 H -10.252 -0.703 -0.220  C89 1.092
93 H -11.031 0.548 -1.208  C89 1.087
94 H -9.476 -1.334 -2.454  C90 1.088
95 H -9.416 0.354 -2.958  C90 1.090
96 H -7.459 -1.027 -1.066  C91 1.092
97 H -7.106 0.139 -2.362  C91 1.087
98 O 7.483 -0.350 -4.216  C99 1.203
99 C 7.792 0.781 -4.485  O98 1.203, O100 1.348, C103 1.515
100 O 8.129 1.674 -3.534  C99 1.348, C101 1.440
101 C 8.328 2.976 -4.113  O100 1.440, C102 1.525, H104 1.092, H105 1.087
102 C 8.644 2.709 -5.581  C101 1.525, C103 1.529, H106 1.088, H107 1.090
103 C 7.830 1.443 -5.847  C99 1.515, C102 1.529, H108 1.092, H109 1.086
104 H 7.410 3.552 -3.981  C101 1.092
105 H 9.135 3.471 -3.579  C101 1.087
106 H 8.394 3.546 -6.229  C102 1.088
107 H 9.707 2.496 -5.698  C102 1.090
108 H 6.805 1.668 -6.146  C103 1.092
109 H 8.281 0.778 -6.579  C103 1.086
110 O 6.050 -2.936 3.191  C111 1.209
111 C 5.760 -3.817 2.416  O110 1.209, O112 1.346, C115 1.510
112 O 5.524 -3.563 1.115  C111 1.346, C113 1.448
113 C 5.108 -4.774 0.437  O112 1.448, C114 1.523, H116 1.085, H117 1.088
114 C 5.624 -5.909 1.312  C113 1.523, C115 1.527, H118 1.087, H119 1.091
115 C 5.586 -5.288 2.707  C111 1.510, C114 1.527, H120 1.090, H121 1.087
116 H 4.025 -4.753 0.361  C113 1.085
117 H 5.541 -4.790 -0.561  C113 1.088
118 H 5.042 -6.821 1.212  C114 1.087
119 H 6.658 -6.132 1.046  C114 1.091
120 H 4.618 -5.424 3.188  C115 1.090
121 H 6.374 -5.643 3.365  C115 1.087
122 O -14.144 0.295 -1.957  C123 1.198
123 C -14.239 1.412 -1.537  O122 1.198, O124 1.353, C127 1.518
124 O -13.794 2.493 -2.218  C123 1.353, C125 1.439
125 C -13.944 3.683 -1.422  O124 1.439, C126 1.525, H128 1.092, H129 1.087
126 C -15.027 3.349 -0.403  C125 1.525, C127 1.528, H130 1.088, H131 1.091
127 C -14.812 1.850 -0.201  C123 1.518, C126 1.528, H132 1.091, H133 1.086
128 H -12.984 3.901 -0.950  C125 1.092
129 H -14.207 4.506 -2.081  C125 1.087
130 H -14.953 3.941 0.506  C126 1.088
131 H -16.011 3.523 -0.840  C126 1.091
132 H -14.072 1.641 0.574  C127 1.091
133 H -15.728 1.307 0.014  C127 1.086
134 O 2.505 -4.659 1.897  C135 1.206
135 C 1.745 -4.605 2.832  O134 1.206, O136 1.339, C139 1.516
136 O 1.163 -5.698 3.340  C135 1.339, C137 1.444
137 C 0.227 -5.337 4.378  O136 1.444, C138 1.524, H140 1.091, H141 1.086
138 C 0.684 -3.964 4.858  C137 1.524, C139 1.529, H142 1.087, H143 1.091
139 C 1.277 -3.372 3.580  C135 1.516, C138 1.529, H144 1.092, H145 1.088
140 H -0.772 -5.317 3.939  C137 1.091
141 H 0.257 -6.101 5.150  C137 1.086
142 H -0.120 -3.376 5.294  C138 1.087
143 H 1.466 -4.077 5.609  C138 1.091
144 H 0.528 -2.865 2.968  C139 1.092
145 H 2.112 -2.699 3.761  C139 1.088